Entry 1:
{
  "formula": "C36H60OP2Ti",
  "method": "ωB97M-V with the def2-TZVPD basis set",
  "lumo_energy_ev": [-2.55, -2.54],
  "energy_ha": -3014.9919,
  "mol_weight_g_mol": 618.690,
  "homo_ev": [-10.4, -10.4],
  "multiplicity": 2,
  "total_charge": 1,
  "elements": ["Ti", "C", "C", "C", "C", "C", "C", "H", "H", "H", "C", "H", "H", "H", "C", "H", "H", "H", "C", "H", "H", "H", "C", "H", "H", "H", "C", "C", "C", "C", "C", "C", "C", "C", "H", "H", "H", "H", "H", "H", "H", "H", "H", "H", "H", "H", "P", "P", "C", "C", "H", "H", "H", "H", "C", "H", "H", "H", "C", "H", "H", "H", "C", "H", "H", "H", "C", "H", "H", "H", "C", "C", "C", "C", "C", "C", "C", "C", "C", "C", "C", "C", "O", "H", "H", "H", "H", "H", "H", "H", "H", "H", "H", "H", "H", "H", "H", "H", "H", "H"],
  "xyz": [[0.03, 0.16, 0.82], [1.99, 0.11, -0.78], [1.04, 0.51, -1.77], [0.86, 2.01, 0.00], [1.93, 1.05, 0.31], [0.31, 1.62, -1.28], [3.07, -0.90, -0.95], [2.88, -1.58, -1.79], [3.22, -1.52, -0.05], [4.03, -0.41, -1.15], [2.93, 1.02, 1.43], [3.72, 0.26, 1.23], [2.47, 0.75, 2.39], [3.45, 1.99, 1.54], [0.45, 3.29, 0.66], [1.29, 4.01, 0.72], [0.06, 3.15, 1.68], [-0.34, 3.80, 0.08], [-0.63, 2.46, -2.07], [-0.11, 3.34, -2.47], [-1.47, 2.84, -1.47], [-1.05, 1.92, -2.93], [0.98, 0.01, -3.17], [1.56, 0.68, -3.84], [-0.05, -0.01, -3.57], [1.39, -0.99, -3.29], [-2.12, -6.97, -0.42], [-1.35, -6.99, -1.51], [-1.81, -7.25, -2.93], [-3.25, -6.82, -3.28], [-3.62, -5.42, -2.92], [-4.09, -4.98, -1.74], [-4.41, -5.81, -0.53], [-3.61, -7.13, -0.37], [-1.71, -8.32, -3.17], [-3.96, -7.55, -2.87], [-1.10, -6.73, -3.60], [-3.97, -7.86, -1.09], [-1.65, -6.89, 0.57], [-0.26, -6.93, -1.41], [-3.86, -7.52, 0.63], [-4.25, -5.18, 0.36], [-4.37, -3.92, -1.64], [-5.48, -6.07, -0.52], [-3.33, -6.90, -4.38], [-3.53, -4.71, -3.75], [-0.22, -2.33, 0.16], [-2.34, -0.07, -0.04], [-2.00, -2.85, 0.15], [-2.97, -1.72, 0.52], [-2.10, -3.71, 0.82], [-2.21, -3.22, -0.87], [-3.94, -1.87, 0.03], [-3.14, -1.67, 1.61], [-3.40, 1.25, 0.60], [-3.22, 2.18, 0.02], [-3.19, 1.45, 1.66], [-4.45, 0.96, 0.47], [-2.83, -0.11, -1.79], [-3.86, -0.51, -1.83], [-2.16, -0.76, -2.38], [-2.83, 0.90, -2.21], [0.54, -3.31, 1.49], [1.63, -3.13, 1.50], [0.34, -4.37, 1.30], [0.12, -3.01, 2.45], [0.42, -3.13, -1.35], [0.09, -2.59, -2.25], [0.05, -4.17, -1.40], [1.52, -3.16, -1.33], [-2.64, -1.33, 4.59], [-2.44, 0.06, 3.99], [-3.73, 0.88, 4.10], [-1.27, 0.76, 4.64], [-1.31, 0.93, 6.02], [-0.33, 1.69, 6.65], [0.65, 2.30, 5.88], [0.72, 2.13, 4.50], [1.75, 3.00, 3.79], [1.44, 4.51, 3.91], [3.19, 2.76, 4.28], [-0.19, 1.23, 3.86], [-0.05, 0.80, 2.58], [-2.90, -1.26, 5.66], [-1.72, -1.91, 4.49], [-3.45, -1.87, 4.08], [-2.19, -0.05, 2.92], [-4.03, 1.00, 5.15], [-3.60, 1.88, 3.66], [-4.55, 0.37, 3.56], [-2.14, 0.49, 6.59], [-0.35, 1.83, 7.74], [1.40, 2.96, 6.35], [1.68, 2.72, 2.74], [1.40, 4.85, 4.96], [2.22, 5.11, 3.40], [0.49, 4.76, 3.42], [3.48, 1.72, 4.09], [3.89, 3.40, 3.72], [3.31, 2.98, 5.35]]
}

***

Entry 2:
{
  "formula": "C4H8N4",
  "method": "ωB97M-V with the def2-TZVPD basis set",
  "lumo_energy_ev": 0.83,
  "energy_ha": -376.0404,
  "mol_weight_g_mol": 112.136,
  "homo_ev": -8.2,
  "total_charge": 0,
  "smiles": "[H]/N=c1\\cc[nH]n1NC",
  "relative_energy_ev": 5.661,
  "elements": ["H", "N", "C", "C", "C", "N", "N", "N", "C", "H", "H", "H", "H", "H", "H", "H"],
  "xyz": [[-1.23, -0.16, 2.83], [-0.88, -0.75, 1.97], [-0.86, 0.06, 0.97], [-1.12, 1.53, 0.87], [-0.88, 1.75, -0.43], [-0.45, 0.74, -1.14], [-0.57, -0.45, -0.38], [0.34, -1.35, -0.57], [1.81, -1.36, -0.38], [-1.36, 2.33, 1.65], [-0.69, 2.85, -0.91], [-1.27, 0.76, -1.85], [0.40, -1.32, -1.68], [2.48, -0.69, -0.72], [2.03, -1.62, 0.79], [2.26, -2.30, -1.00]]
}

***

Entry 3:
{
  "formula": "C29H30N7O5PSeTeY",
  "method": "ωB97M-V with the def2-TZVPD basis set",
  "lumo_energy_ev": -3.05,
  "energy_ha": -4931.8572,
  "mol_weight_g_mol": 883.043,
  "homo_ev": -9.8,
  "total_charge": 1,
  "relative_energy_ev": 0.187,
  "elements": ["Y", "Se", "N", "C", "C", "C", "C", "C", "N", "C", "C", "N", "C", "C", "C", "C", "C", "N", "H", "H", "H", "H", "H", "H", "C", "C", "O", "C", "C", "C", "C", "C", "C", "O", "H", "H", "H", "H", "H", "H", "H", "C", "N", "C", "C", "N", "C", "H", "H", "H", "H", "H", "H", "C", "C", "O", "P", "O", "Te", "O", "C", "C", "H", "H", "H", "H", "H", "H", "H", "H", "H", "H", "N", "C", "H"],
  "xyz": [[0.12, -0.05, 0.14], [1.73, -2.81, 7.68], [0.42, -1.80, 6.98], [0.72, -1.62, 5.73], [-0.10, -0.82, 4.81], [-1.27, -0.18, 5.23], [-1.98, 0.58, 4.33], [-1.51, 0.66, 3.02], [-0.41, 0.05, 2.61], [0.30, -0.68, 3.49], [1.53, -1.33, 2.99], [1.85, -1.16, 1.70], [2.96, -1.72, 1.23], [3.80, -2.50, 2.02], [3.48, -2.70, 3.34], [2.32, -2.10, 3.85], [1.92, -2.25, 5.25], [2.60, -2.95, 6.12], [-1.59, -0.29, 6.26], [-2.89, 1.09, 4.61], [-2.04, 1.25, 2.27], [3.18, -1.55, 0.19], [4.69, -2.94, 1.58], [4.09, -3.29, 4.00], [-4.45, 0.38, -0.70], [-3.07, 0.91, -0.45], [-2.18, 0.08, -0.20], [-2.78, 2.34, -0.51], [-3.83, 3.24, -0.79], [-3.60, 4.59, -0.89], [-2.28, 5.06, -0.71], [-1.24, 4.20, -0.44], [-1.46, 2.81, -0.32], [-0.46, 2.03, -0.05], [-4.43, -0.69, -0.58], [-4.78, 0.64, -1.71], [-5.17, 0.82, -0.01], [-4.83, 2.87, -0.93], [-4.40, 5.27, -1.11], [-2.09, 6.12, -0.79], [-0.24, 4.57, -0.31], [4.06, 0.36, -4.26], [3.40, 0.74, -3.02], [3.41, 1.99, -2.44], [2.61, 1.91, -1.35], [2.10, 0.63, -1.24], [2.59, -0.03, -2.28], [5.07, 0.75, -4.26], [3.51, 0.74, -5.11], [4.10, -0.72, -4.31], [3.97, 2.81, -2.86], [2.34, 2.68, -0.65], [2.36, -1.05, -2.54], [0.48, -5.87, -1.58], [0.88, -4.46, -1.92], [-0.29, -3.72, -2.34], [-0.86, -2.47, -1.56], [0.01, -1.23, -1.75], [-1.00, -2.84, 0.76], [-2.22, -2.24, -2.32], [-3.10, -3.29, -2.80], [-3.68, -4.14, -1.71], [1.37, -6.46, -1.34], [-0.02, -6.34, -2.42], [-0.18, -5.88, -0.72], [1.58, -4.41, -2.75], [1.33, -3.95, -1.06], [-2.54, -3.87, -3.53], [-3.88, -2.74, -3.33], [-2.92, -4.73, -1.19], [-4.40, -4.83, -2.15], [-4.20, -3.54, -0.96], [2.07, 2.51, 2.46], [1.72, 1.75, 1.65], [2.36, 3.16, 3.16]]
}

***

Entry 4:
{
  "formula": "C10H12OS",
  "method": "ωB97M-V with the def2-TZVPD basis set",
  "lumo_energy_ev": -0.19,
  "energy_ha": -861.5800,
  "mol_weight_g_mol": 180.272,
  "homo_ev": -8.5,
  "total_charge": 0,
  "relative_energy_ev": 2.076,
  "elements": ["C", "C", "C", "C", "C", "C", "C", "C", "C", "C", "O", "S", "H", "H", "H", "H", "H", "H", "H", "H", "H", "H", "H", "H"],
  "xyz": [[-0.61, -1.15, 0.56], [0.17, -0.09, -1.41], [0.91, 0.71, 0.62], [-0.69, -1.05, -0.86], [0.22, -0.31, 1.28], [0.88, 0.93, -0.77], [1.78, 1.74, 1.58], [-1.71, -1.85, -1.58], [0.03, -0.34, 2.80], [1.42, 2.06, -1.57], [2.98, 3.71, 2.34], [2.28, 3.17, 1.16], [-1.26, -1.90, 0.95], [-0.12, 0.00, -2.46], [2.01, 1.21, 2.43], [-1.87, -2.81, -1.12], [-2.67, -1.51, -1.63], [-1.47, -1.98, -2.67], [-0.59, -1.12, 3.17], [0.99, -0.42, 3.31], [-0.41, 0.74, 2.96], [2.35, 2.36, -1.19], [1.57, 1.73, -2.59], [0.77, 2.88, -1.68]]
}

***

> Which formula does entry 2 have?

C4H8N4